# C24H33N6O5P

A molecular structure, C24H33N6O5P in a non-equilibrium geometry (the ωB97M-V functional and the def2-TZVPD basis, the OMol25 dataset).

The energy is -53884.63966 eV. The charge is -2. The calculation puts the HOMO-LUMO gap at 7.71 eV. The calculation puts the energy relative to the best compared isomer or geometry (same formula, charge and spin) at 46.1 kcal/mol.

Element x y z (Å)
O1 0.822884 0.095623 -0.069797
H1 1.482884 0.732623 0.228203
H2 0.130884 0.885623 -0.408797
H3 0.158884 -0.154377 0.658203
P1 -1.501116 1.784623 1.267203
O2 -0.387116 2.718623 1.515203
O3 -0.867116 0.470623 1.726203
O4 -1.256116 1.526623 -0.175797
O5 -2.815116 2.096623 1.632203
N1 -2.068116 3.252623 -1.980797
C1 -2.011116 4.599623 -1.997797
C2 -2.676116 5.052623 -3.038797
C3 -3.364116 3.842623 -3.606797
C4 -2.937116 2.760623 -2.953797
H4 -1.887116 2.630623 -1.166797
H5 -1.515116 5.062623 -1.187797
H6 -2.678116 6.112623 -3.169797
H7 -4.276116 3.671623 -4.429797
H8 -3.213116 1.641623 -3.107797
N2 1.684884 -2.669377 -2.470797
C5 2.053884 -3.628377 -3.447797
C6 3.209884 -4.153377 -3.057797
C7 3.562884 -3.464377 -1.778797
C8 2.521884 -2.689377 -1.406797
H9 0.687884 -2.076377 -2.366797
H10 1.240884 -3.831377 -4.392797
H11 3.788884 -5.053377 -3.429797
H12 4.377884 -3.511377 -1.233797
H13 2.408884 -2.116377 -0.482797
N3 0.326884 -0.172377 3.814203
C9 1.213884 0.758623 4.505203
C10 1.844884 0.066623 5.350203
C11 1.287884 -1.437377 5.429203
C12 0.433884 -1.413377 4.354203
H14 -0.180116 0.006623 2.949203
H15 1.435884 1.874623 4.208203
H16 2.657884 0.203623 6.051203
H17 1.345884 -2.139377 6.271203
H18 -0.142116 -2.310377 4.020203
N4 -1.407116 -0.090377 -2.143797
C13 -2.083116 -1.260377 -1.901797
C14 -1.534116 -2.182377 -2.860797
C15 -0.713116 -1.283377 -3.740797
C16 -0.692116 -0.064377 -3.275797
H19 -1.355116 0.778623 -1.360797
H20 -2.648116 -1.234377 -0.989797
H21 -1.784116 -3.176377 -3.269797
H22 -0.280116 -1.858377 -4.712797
H23 -0.265116 0.923623 -3.750797
N5 1.867884 2.668623 0.763203
C17 2.264884 2.601623 -0.594797
C18 3.623884 2.602623 -0.560797
C19 4.012884 2.356623 0.896203
C20 2.952884 2.543623 1.618203
H24 0.853884 2.833623 1.118203
H25 1.487884 2.726623 -1.541797
H26 4.318884 2.526623 -1.469797
H27 4.959884 2.420623 1.374203
H28 2.758884 2.604623 2.655203
N6 -1.833116 -1.775377 1.924203
C21 -2.797116 -2.056377 2.828203
C22 -2.873116 -3.433377 2.785203
C23 -1.976116 -3.930377 1.704203
C24 -1.342116 -2.888377 1.194203
H29 -1.353116 -0.785377 2.026203
H30 -3.405116 -1.252377 3.426203
H31 -3.574116 -4.100377 3.421203
H32 -1.622116 -4.812377 1.242203
H33 -0.469116 -2.430377 0.579203

Force components x, y, z for each atom (eV/Å):
O -0.9 0.3 -2.0
H 0.9 0.2 1.1
H -0.7 -0.6 0.6
H -0.1 0.8 1.3
P 4.6 -0.7 0.9
O 1.0 4.3 2.5
O 0.6 -3.3 1.7
O 0.3 -0.8 -7.7
O -6.0 1.2 1.9
N -0.8 -2.6 0.5
C 1.1 -2.1 1.2
C -2.4 -0.4 -1.9
C -2.8 1.8 -3.5
C 0.6 -1.3 1.0
H 0.7 0.5 0.0
H 0.6 0.6 0.4
H -0.7 0.3 -0.9
H 2.8 1.1 2.0
H 0.8 2.4 0.6
N -4.6 1.5 0.3
C -4.7 1.6 -1.8
C 3.2 -1.1 1.9
C -3.2 -1.4 -3.0
C 0.6 0.4 -0.9
H 3.2 -2.4 -1.1
H 2.8 0.6 3.0
H -0.9 1.5 0.1
H 4.0 -0.9 2.4
H -0.2 0.0 -0.7
N 1.5 0.5 1.5
C -2.8 2.7 -5.4
C 2.4 -7.0 6.3
C 0.7 3.7 -1.0
C -0.3 -1.0 1.1
H -0.2 1.1 -0.3
H -1.1 -2.7 0.3
H -0.1 1.0 -0.1
H 0.4 0.3 -0.8
H 0.2 1.3 -0.1
N -1.4 3.0 2.3
C 2.9 -0.5 -1.6
C -0.4 2.5 -0.9
C -0.2 -7.4 -3.5
C 1.2 4.0 -0.5
H -1.0 -1.9 -0.9
H -0.3 -0.7 0.1
H -0.1 0.6 1.0
H -0.8 2.2 2.3
H -0.8 -2.2 1.4
N 0.5 -0.2 -1.2
C -1.7 1.6 0.2
C 2.6 -2.0 0.1
C 3.0 1.4 -3.9
C -4.5 0.2 -0.9
H -0.7 -0.5 -0.1
H 2.1 -0.3 3.0
H -1.1 0.1 1.6
H 1.1 -0.3 -0.3
H 0.1 -0.1 0.8
N 0.6 1.7 -0.1
C -0.1 -0.6 0.1
C -1.5 -2.9 0.3
C -0.9 -0.8 1.2
C 1.3 6.8 1.2
H -1.2 -0.8 -1.5
H 1.7 -1.8 -1.3
H 1.2 1.2 -1.3
H -0.7 -1.8 0.5
H -1.6 -2.3 0.5

# C24H34AuN4OP2

A molecular structure, C24H34AuN4OP2 in a non-equilibrium geometry (the ωB97M-V functional and the def2-TZVPD basis, the OMol25 dataset).

The energy is -55711.85037 eV. The charge is +1. The calculation puts the HOMO-LUMO gap at 6.30 eV. The calculation puts the energy relative to the best compared isomer or geometry (same formula, charge and spin) at 0.0 kcal/mol.

Element x y z (Å)
Au1 2.862843 -10.749257 16.776360
C1 2.142558 -8.699941 14.043268
P1 3.127449 -8.708734 15.655934
C2 4.836928 -8.380616 15.288386
N1 4.976220 -7.142475 14.764800
C3 6.342296 -6.877619 14.612600
C4 6.650710 -5.621038 14.053679
C5 7.931363 -5.347576 13.650952
C6 8.963371 -6.297549 13.790230
C7 8.668968 -7.480284 14.452892
C8 7.368094 -7.766075 15.004542
N2 7.142695 -8.836607 15.774110
C9 5.834174 -9.193890 15.894896
P2 5.391889 -10.745531 16.687993
C10 6.644437 -10.508581 17.978885
C11 5.819611 -12.129368 15.566679
C12 5.488527 -11.568178 14.118531
C13 7.296246 -12.533810 15.670139
C14 4.913763 -13.272517 15.855655
C15 2.596927 -7.452066 16.929138
C16 1.200196 -7.880187 17.426876
C17 3.498609 -7.533175 18.146252
C18 2.588622 -6.023097 16.350714
H1 2.582449 -8.024954 13.326410
H2 1.125933 -8.420376 14.206757
H3 2.205343 -9.732767 13.714956
H4 5.737598 -5.018656 13.805798
H5 8.139597 -4.364278 13.222259
H6 9.961652 -6.160155 13.356488
H7 9.484922 -8.196259 14.684851
H8 6.924195 -11.516034 18.370765
H9 6.220528 -9.989610 18.843355
H10 7.546456 -10.025661 17.615431
H11 6.156270 -10.780064 13.740822
H12 4.482119 -11.169555 14.084909
H13 5.700938 -12.433896 13.458036
H14 7.929720 -11.800696 16.137866
H15 7.726151 -12.641533 14.659451
H16 7.414542 -13.476951 16.206887
H17 3.977886 -13.158267 15.327551
H18 4.709253 -13.375775 16.943451
H19 5.280813 -14.236269 15.472141
H20 1.266738 -8.794243 18.083973
H21 0.471169 -8.132314 16.575019
H22 0.700733 -7.074208 17.957443
H23 3.313613 -8.393514 18.754271
H24 3.519940 -6.606809 18.675757
H25 4.526054 -7.698077 17.818580
H26 2.141324 -6.001674 15.337878
H27 3.641663 -5.724554 16.128923
H28 2.129933 -5.379114 17.113866
N3 1.523164 -15.154235 22.104122
C19 0.772891 -15.057660 20.978836
O1 -0.270493 -15.770510 20.936823
C20 1.227321 -14.172741 19.886860
C21 0.643592 -14.115146 18.613824
C22 1.028327 -13.115168 17.751396
N4 2.004380 -12.193825 18.035278
C23 2.646029 -12.361182 19.203499
C24 2.316094 -13.365827 20.077085
H29 1.179085 -15.793530 22.778505
H30 2.357213 -14.600919 22.164373
H31 -0.140620 -14.794961 18.343041
H32 0.564566 -12.833378 16.834691
H33 3.311246 -11.532659 19.482305
H34 2.938048 -13.435230 20.997244

Force components x, y, z for each atom (eV/Å):
Au 0.1 0.8 -0.3
C 1.5 0.3 1.0
P -2.6 -1.3 0.0
C -0.7 1.6 0.3
N 3.2 -2.3 0.5
C -2.1 0.8 0.0
C -0.7 0.1 -0.9
C -0.4 1.1 -0.2
C -0.4 -1.5 0.5
C 1.1 0.0 0.9
C 0.9 0.8 -1.0
N -1.9 -1.1 -0.4
C 1.7 1.6 -1.8
P 0.0 0.1 1.6
C 0.4 -1.9 1.2
C 1.3 1.6 -1.5
C 1.4 -1.0 0.3
C 0.3 -0.2 -0.8
C -0.8 -1.3 0.6
C -0.9 0.2 -0.3
C -1.3 -1.1 -1.2
C 1.6 -0.4 -1.3
C 1.1 -0.5 -0.5
H 0.2 0.2 -0.3
H -0.7 0.1 0.3
H -0.1 0.0 -0.2
H 1.3 -0.2 0.3
H 0.0 -0.4 0.0
H -0.5 0.1 0.3
H -0.7 0.4 -0.3
H -0.1 0.6 -0.2
H 0.0 0.2 -0.3
H 0.0 0.0 0.0
H 0.0 -0.1 0.5
H -0.4 -0.3 -0.3
H -0.8 0.5 0.0
H 0.2 0.4 0.3
H -0.2 -0.3 0.3
H 0.0 0.1 0.0
H -0.6 0.3 0.1
H 0.1 -0.1 -0.6
H 0.3 0.3 0.2
H -0.1 1.0 -0.7
H 1.1 0.3 1.1
H 0.2 0.2 0.3
H -0.5 -0.3 0.6
H -0.3 0.5 0.7
H 0.4 0.3 0.0
H -0.4 0.2 0.8
H -0.8 0.0 0.6
H 0.0 0.2 -0.6
N 0.4 1.3 -1.7
C -3.1 -3.5 1.3
O 2.3 2.2 -0.9
C 0.3 -0.2 -1.2
C -0.3 0.1 0.6
C 1.2 1.5 0.1
N -0.5 -1.6 1.0
C -0.2 1.0 -0.5
C 1.3 0.6 1.8
H 0.1 -0.3 0.7
H 0.0 -0.5 0.8
H -0.3 -0.1 0.0
H -0.6 -0.7 -0.6
H 0.2 -0.8 -0.2
H -0.7 0.3 -0.8

# C24H34BBrGaN7

A molecular structure, C24H34BBrGaN7 (the ωB97M-V functional and the def2-TZVPD basis, the OMol25 dataset).

The energy is -158956.53482 eV. The charge is +2. The calculation puts the HOMO-LUMO gap at 8.40 eV.

Element x y z (Å)
Ga1 0.332649 -0.364208 -0.249100
C1 -3.831267 -1.729196 -0.426643
C2 -2.795120 -1.628183 -1.556323
C3 -3.412959 -1.959435 -2.914157
C4 -1.625538 -2.518101 -1.252908
C5 -1.510847 -3.901670 -1.353802
C6 -0.250932 -4.212709 -0.869233
N1 0.369259 -3.089534 -0.503066
N2 -0.480351 -2.041601 -0.736653
B1 1.682708 -2.854950 0.308949
N3 2.595483 -1.891066 -0.503013
C7 3.880076 -1.972490 -0.859021
C8 4.296213 -0.745607 -1.349744
C9 3.189969 0.094966 -1.250636
N4 2.170819 -0.616919 -0.744203
C10 3.050872 1.558688 -1.550750
C11 3.711000 1.923512 -2.878593
C12 3.621623 2.386048 -0.389506
N5 1.288545 -2.112315 1.627862
C13 1.491399 -2.470975 2.896184
C14 0.948635 -1.512165 3.733114
C15 0.379789 -0.563010 2.892232
N6 0.626331 -0.913098 1.613934
C16 -0.432876 0.648967 3.235699
C17 -1.928429 0.334303 3.061520
C18 -0.146096 1.137098 4.653610
H1 -4.634642 -1.005986 -0.581721
H2 -3.383065 -1.547050 0.553138
H3 -4.275861 -2.727195 -0.410076
H4 -2.427120 -0.601548 -1.586818
H5 -3.828631 -2.970212 -2.910042
H6 -2.679835 -1.898934 -3.720427
H7 -4.229417 -1.270709 -3.136170
H8 -2.247736 -4.593071 -1.731697
H9 0.237778 -5.169592 -0.762951
H10 2.237307 -3.884760 0.548276
H11 4.424037 -2.899195 -0.745622
H12 5.276421 -0.496619 -1.726163
H13 1.982526 1.774004 -1.625790
H14 4.788357 1.745741 -2.832728
H15 3.562090 2.982118 -3.095979
H16 3.306644 1.340157 -3.707365
H17 4.696428 2.218332 -0.296918
H18 3.158722 2.119614 0.563340
H19 3.460621 3.451397 -0.567761
H20 2.011520 -3.388269 3.131759
H21 0.946703 -1.519929 4.811496
H22 -0.129853 1.439275 2.541703
H23 -2.227826 -0.452895 3.756954
H24 -2.172498 -0.018766 2.056638
H25 -2.537940 1.216501 3.276057
H26 -0.480721 0.399334 5.387672
H27 -0.683875 2.064820 4.850720
H28 0.917928 1.320605 4.809784
C19 -2.328581 4.277585 0.707994
C20 -1.785523 3.306261 -0.307104
C21 -1.959240 3.471826 -1.677804
C22 -1.437715 2.557643 -2.583164
C23 -0.751672 1.475922 -2.091637
Br1 0.011587 0.210290 -3.239253
N7 -0.580657 1.280988 -0.759901
C24 -1.085517 2.193154 0.101867
H29 -2.703809 5.176980 0.225068
H30 -1.560110 4.571426 1.423381
H31 -3.151373 3.829774 1.268180
H32 -2.500816 4.335459 -2.048803
H33 -1.551579 2.684550 -3.651493
H34 -0.904030 2.014651 1.147637

Force components x, y, z for each atom (eV/Å):
Ga 0.0 -0.2 0.4
C 0.0 0.0 0.0
C 0.0 -0.2 0.1
C 0.0 -0.1 0.0
C 0.0 -0.1 0.0
C 0.0 0.0 -0.1
C 0.0 -0.1 0.0
N 0.0 0.1 0.2
N 0.1 0.1 -0.1
B 0.0 -0.1 -0.1
N 0.1 0.0 0.2
C 0.0 -0.1 0.0
C 0.0 0.1 0.0
C 0.0 0.0 -0.1
N -0.1 0.0 -0.1
C 0.1 0.0 0.1
C 0.1 0.0 0.0
C 0.0 0.0 -0.1
N 0.2 0.0 -0.2
C 0.1 -0.1 0.0
C -0.2 -0.1 0.1
C 0.2 0.1 -0.1
N -0.3 0.0 0.1
C -0.1 -0.1 0.1
C 0.0 0.1 0.0
C 0.0 0.0 0.1
H 0.1 -0.1 0.0
H 0.0 0.0 0.0
H 0.0 0.1 0.0
H 0.1 0.2 0.0
H 0.0 0.1 0.0
H 0.0 0.0 0.0
H 0.0 0.0 0.0
H 0.1 0.1 0.0
H 0.0 0.1 0.0
H -0.1 0.1 0.0
H -0.1 0.1 0.0
H -0.1 0.0 0.1
H -0.1 0.0 0.0
H -0.1 0.0 0.0
H 0.0 0.0 0.0
H 0.0 0.0 0.0
H 0.0 0.0 0.0
H 0.0 0.0 0.0
H 0.0 -0.1 0.0
H 0.0 0.1 -0.1
H 0.0 0.0 -0.1
H 0.1 0.0 0.2
H 0.0 0.1 0.0
H 0.0 0.0 -0.1
H 0.1 -0.1 0.0
H 0.0 0.1 0.0
H 0.0 0.0 0.0
H 0.0 0.0 0.0
C 0.0 -0.1 -0.1
C -0.1 0.2 0.1
C -0.1 0.1 -0.1
C -0.1 0.2 0.0
C 0.1 -0.1 0.3
Br -0.1 0.0 -0.2
N -0.1 0.1 -0.3
C 0.1 -0.2 -0.1
H 0.0 0.0 0.0
H 0.0 0.0 0.0
H 0.0 0.0 0.0
H 0.0 0.0 0.0
H 0.0 0.0 0.1
H -0.1 -0.1 0.0